Entry a
Entry from the Open Molecules 2025 dataset: a gas-phase ion, C6H13NO (charge -1) (wB97M-V/def2-TZVPD).

Structure (ORCA input):
```
! RIJCOSX wB97M-V def2-TZVPD def2/J DEFGRID3
* xyz -1 2
C 0.931 -0.118 -1.081
C 0.105 -0.518 -2.334
C -1.093 -1.378 -2.036
O -2.051 -1.028 -1.315
C 0.270 0.854 -0.108
N -0.322 0.155 1.085
C -0.944 1.194 1.917
C 0.700 -0.505 1.886
H 1.909 0.286 -1.387
H 1.144 -1.081 -0.615
H -0.197 0.462 -2.790
H 0.731 -1.107 -3.003
H -1.096 -2.364 -2.556
H -0.544 1.392 -0.584
H 0.989 1.529 0.370
H -0.569 2.213 1.746
H -2.005 1.265 1.602
H -1.048 0.906 2.962
H 1.461 -0.911 1.211
H 0.327 -1.358 2.462
H 1.304 0.113 2.566
*
```

The value obtained for the lowest unoccupied orbital energy (alpha / beta) is 3.908 / 3.835 eV. The orbital gap (alpha / beta) comes out at 3.16 / 7.12 eV. The HOMO energy (alpha / beta) is 0.7 / -3.3 eV. Its expectation value of S² is 0.7532.

Here are the natural (NBO) charges for atoms 1 to 4, given in e: C -0.50; C -0.51; C 0.08; O -0.74


Entry b
Entry from the Open Molecules 2025 dataset: a gas-phase ion, C6H13NO (charge -1) (wB97M-V/def2-TZVPD).

Structure (ORCA input):
```
! RIJCOSX wB97M-V def2-TZVPD def2/J DEFGRID3
* xyz -1 2
C 0.029 0.173 -2.869
C 1.270 0.464 -2.022
N 1.101 -0.174 -0.682
C 0.136 0.338 0.132
C -0.105 -0.357 1.472
C -0.141 0.750 2.595
C -1.427 -1.094 1.444
O -0.400 1.396 -0.173
H -0.382 -0.820 -2.596
H 0.331 0.176 -3.916
H -0.790 0.865 -2.706
H 2.085 -0.084 -2.489
H 1.469 1.517 -1.809
H 1.743 -0.950 -0.553
H 0.697 -1.106 1.674
H 0.788 0.666 3.152
H -1.053 0.626 3.156
H -0.124 1.674 2.024
H -1.538 -1.671 0.476
H -2.301 -0.461 1.544
H -1.390 -1.931 2.145
*
```

The value obtained for the lowest unoccupied orbital energy (alpha / beta) is 4.006 / 3.834 eV. The orbital gap (alpha / beta) comes out at 2.77 / 9.56 eV. The HOMO energy (alpha / beta) is 1.2 / -5.7 eV. Its expectation value of S² is 0.7504.

Here are the natural (NBO) charges for atoms 1 to 4, given in e: C -0.66; C -0.46; N -0.73; C 0.63


Entry c
Entry from the Open Molecules 2025 dataset: 3 unconnected molecules or ions with the total composition C6H13NO (wB97M-V/def2-TZVPD).

Structure (ORCA input):
```
! RIJCOSX wB97M-V def2-TZVPD def2/J DEFGRID3
* xyz -1 2
C -2.693 0.957 -0.529
N -1.814 0.839 0.657
C -0.429 0.811 0.267
C 0.249 2.069 0.435
C 1.591 -2.185 -1.131
C 1.065 -0.768 -1.086
C 0.225 -0.415 -0.091
H -2.272 0.351 -1.336
H -2.781 1.936 -1.009
H -3.697 0.658 -0.213
H -1.812 1.759 1.096
H 0.256 2.360 -1.122
H 1.303 1.907 0.709
H 1.771 -2.412 -2.189
H 2.480 -2.495 -0.564
H 0.875 -2.958 -0.837
H 1.217 -0.197 -1.994
H 0.034 -1.265 0.581
H 1.443 0.446 2.838
H 1.601 -0.937 2.352
O 1.389 -0.460 3.167
*
```

The value obtained for the lowest unoccupied orbital energy (alpha / beta) is 3.826 / 3.790 eV. The orbital gap (alpha / beta) comes out at 5.31 / 6.43 eV. The HOMO energy (alpha / beta) is -1.5 / -2.6 eV. Its expectation value of S² is 0.7760.

Here are the natural (NBO) charges for atoms 1 to 4, given in e: C -0.42; N -0.66; C 0.08; C -0.79


Winner for stability: entry b


Entry a
Entry from the Open Molecules 2025 dataset: 2 unconnected molecules or ions with the total composition C3H8NO3 (wB97M-V/def2-TZVPD).

Structure (ORCA input):
```
! RIJCOSX wB97M-V def2-TZVPD def2/J DEFGRID3
* xyz -1 1
C -1.618 -0.612 0.973
N -0.910 -0.317 -0.134
C 0.531 -0.122 -0.082
C 1.217 -1.074 -1.182
O 2.528 -0.864 -1.157
O -2.689 -1.190 1.027
H -1.087 -0.277 1.880
H -1.283 -0.600 -1.029
H 1.027 -0.249 0.875
H 0.859 0.855 -0.442
H 0.790 -0.838 -2.206
H 0.907 -2.135 -1.006
H 0.340 2.162 0.282
H -0.790 2.646 1.074
O 0.180 2.614 1.127
*
```

The value obtained for the lowest unoccupied orbital energy is 3.598 eV. The orbital gap comes out at 6.36 eV. The HOMO energy is -2.8 eV.

Here are the natural (NBO) charges for atoms 1 to 4, given in e: C 0.53; N -0.62; C -0.26; C 0.00


Entry b
Entry from the Open Molecules 2025 dataset: 2 unconnected molecules or ions with the total composition C3H8NO3 (wB97M-V/def2-TZVPD).

Structure (ORCA input):
```
! RIJCOSX wB97M-V def2-TZVPD def2/J DEFGRID3
* xyz -1 1
C 1.296 -0.918 0.262
N 0.585 -0.184 1.281
C -0.677 0.486 0.993
O -1.307 0.149 0.013
O -1.044 1.263 1.934
C 2.084 -0.117 -0.819
H 2.087 -1.711 0.759
H 0.500 -1.393 -0.447
H 1.266 0.365 1.726
H 1.524 0.693 -1.429
H 2.477 -0.762 -1.615
H 2.952 0.291 -0.372
H -1.350 -0.632 -1.696
H -1.569 0.260 -2.900
O -1.174 -0.479 -2.648
*
```

The value obtained for the lowest unoccupied orbital energy is 3.996 eV. The orbital gap comes out at 8.26 eV. The HOMO energy is -4.3 eV.

Here are the natural (NBO) charges for atoms 1 to 4, given in e: C -0.21; N -0.70; C 0.88; O -0.80


Entry c
Entry from the Open Molecules 2025 dataset: 2 unconnected molecules or ions with the total composition C3H8NO3 (wB97M-V/def2-TZVPD).

Structure (ORCA input):
```
! RIJCOSX wB97M-V def2-TZVPD def2/J DEFGRID3
* xyz -1 1
C 1.322 -0.749 1.349
C 0.212 -1.162 0.435
C -0.243 -0.009 -0.486
N 0.111 0.011 -1.679
O -0.294 1.028 -2.508
O -2.076 2.747 -1.838
O -3.150 2.276 -2.666
H 1.781 -1.481 2.110
H 2.003 -0.267 0.751
H 1.102 0.187 2.015
H -0.744 -1.503 1.008
H 0.514 -2.030 -0.128
H -2.905 1.305 -2.761
H -0.963 0.674 -0.083
H -1.259 2.172 -2.121
*
```

The value obtained for the lowest unoccupied orbital energy is 3.900 eV. The orbital gap comes out at 7.34 eV. The HOMO energy is -3.4 eV.

Here are the natural (NBO) charges for atoms 1 to 4, given in e: C -0.61; C -0.43; C -0.08; N -0.12


Entry d
Entry from the Open Molecules 2025 dataset: 2 unconnected molecules or ions with the total composition C3H8NO3 (wB97M-V/def2-TZVPD).

Structure (ORCA input):
```
! RIJCOSX wB97M-V def2-TZVPD def2/J DEFGRID3
* xyz -1 1
N -0.490 -1.915 1.675
C -1.361 -1.378 0.572
O -2.458 -1.953 0.438
O -0.854 -0.454 -0.078
H -0.617 -1.321 2.489
H -0.922 -2.800 1.923
C 1.302 1.429 -0.429
O 2.357 2.407 -0.251
C 0.988 1.346 -1.911
H 1.647 0.471 -0.055
H 0.407 1.698 0.125
H 2.366 2.683 0.670
H 1.729 0.727 -2.428
H 0.007 0.887 -2.042
H 1.007 2.357 -2.326
*
```

The value obtained for the lowest unoccupied orbital energy is 3.543 eV. The orbital gap comes out at 7.52 eV. The HOMO energy is -4.0 eV.

Here are the natural (NBO) charges for atoms 1 to 4, given in e: N -0.94; C 0.87; O -0.80; O -0.80


Winner for stability: entry d


Entry a
Entry from the Open Molecules 2025 dataset: 2 unconnected molecules or ions with the total composition C3H8NO3 (wB97M-V/def2-TZVPD).

Structure (ORCA input):
```
! RIJCOSX wB97M-V def2-TZVPD def2/J DEFGRID3
* xyz -1 1
N 0.196 -2.364 0.244
C -1.079 -1.953 0.749
O -1.931 -1.348 -0.210
H 0.096 -2.775 -0.670
H 0.852 -1.581 0.170
H -1.632 -2.812 1.140
H -0.908 -1.261 1.578
H -1.605 -0.411 -0.318
O -0.695 1.202 -0.059
C 0.547 1.261 -0.258
O 1.338 0.294 -0.241
C 1.116 2.654 -0.499
H 2.113 2.615 -0.935
H 0.444 3.249 -1.123
H 1.148 3.231 0.430
*
```

The value obtained for the lowest unoccupied orbital energy is 4.280 eV. The orbital gap comes out at 8.90 eV. The HOMO energy is -4.6 eV.

Here are the natural (NBO) charges for atoms 1 to 4, given in e: N -0.90; C 0.09; O -0.80; H 0.34


Entry b
Entry from the Open Molecules 2025 dataset: 2 unconnected molecules or ions with the total composition C3H8NO3 (wB97M-V/def2-TZVPD).

Structure (ORCA input):
```
! RIJCOSX wB97M-V def2-TZVPD def2/J DEFGRID3
* xyz -1 1
O 1.651 -1.301 -1.115
C 0.467 -1.031 -0.893
N 0.006 0.126 -0.470
C 0.995 1.302 0.111
O 0.314 2.363 0.460
C -0.575 -2.122 -1.211
H -0.961 0.240 -0.273
H 1.617 1.466 -0.788
H 1.468 0.696 0.907
H 0.000 -3.038 -1.224
H -1.363 -2.274 -0.470
H -0.947 -1.924 -2.201
H -0.611 1.550 3.056
H -0.760 2.049 1.631
O -1.301 1.898 2.481
*
```

The value obtained for the lowest unoccupied orbital energy is 3.908 eV. The orbital gap comes out at 7.87 eV. The HOMO energy is -4.0 eV.

Here are the natural (NBO) charges for atoms 1 to 4, given in e: O -0.71; C 0.65; N -0.66; C 0.17


Winner for stability: entry a